i:
# C5H9MgO4Yb

C5H9MgO4Yb as an isolated structure (the ωB97M-V functional and the def2-TZVPD basis, the Open Molecules 2025 dataset).

```
20
Properties=species:S:1:pos:R:3:lowdin_spin:R:1
O 1.56458 -0.60045 0.50447 0.022
C 1.34135 -1.75773 -0.10689 0.002
C 0.11729 -2.03757 -0.57623 0.006
O -0.90379 -1.16485 -0.20984 0.001
C -1.75344 -0.69536 -1.26117 0.000
C -2.70830 0.27848 -0.61793 0.000
O -1.93410 1.23309 0.10707 -0.001
C -2.68326 2.33398 0.61235 0.000
Mg -0.17659 0.51978 0.90592 0.009
H 2.19769 -2.39060 -0.35688 0.001
H -0.16356 -2.91356 -1.15734 0.000
H -2.31043 -1.53096 -1.70636 0.000
H -3.37884 -0.23217 0.09021 0.000
H -3.29997 0.78885 -1.39089 0.000
H -1.97915 3.00714 1.11245 0.000
H -3.17260 2.86102 -0.21738 0.000
H -3.43151 1.97504 1.33362 0.000
Yb 2.89020 0.74068 1.86181 0.195
O 0.99367 1.78653 1.68343 0.765
H -1.12973 -0.21107 -2.06026 0.000
```

Computed properties:
Total charge: +2
Gap between HOMO and LUMO (spin up / spin down), Ha: 0.2511 / 0.1844
Multiplicity: 2



ii:
# C5H9MgO4Yb

C5H9MgO4Yb as an isolated structure (the ωB97M-V functional and the def2-TZVPD basis, the Open Molecules 2025 dataset).

```
20
Properties=species:S:1:pos:R:3:lowdin_spin:R:1
O 1.69999 -0.73194 0.96104 0.002
C 1.36894 -1.95832 0.52334 0.000
C 0.27273 -2.19222 -0.22195 0.000
O -0.79948 -1.33404 -0.17474 -0.001
C -1.00197 -0.26569 -1.12424 0.000
C -2.22409 0.45314 -0.60824 0.000
O -1.87524 1.10732 0.62282 0.000
C -2.86209 1.90911 1.24016 0.000
Yb 0.17905 0.68226 1.13916 0.977
H 2.20625 -2.65819 0.43442 0.000
H 0.19248 -3.01652 -0.93033 0.000
H -1.12649 -0.64652 -2.14132 0.000
H -3.01348 -0.26101 -0.32167 0.000
H -2.53412 1.23520 -1.31728 0.000
H -2.39380 2.44223 2.07463 0.000
H -3.24727 2.64732 0.52255 0.000
H -3.63349 1.23271 1.63628 0.000
Mg 2.79386 0.84959 0.66219 -0.001
O 1.18352 1.35527 -0.22118 0.021
H 0.25339 0.63286 -1.58957 0.000
```

Computed properties:
Total charge: +2
Gap between HOMO and LUMO (spin up / spin down), Ha: 0.2317 / 0.2320
Multiplicity: 2



i (359.2 kJ/mol below the next structure)



i:
# C2H6S2

An isolated molecule of C2H6S2 (the ωB97M-V functional and the def2-TZVPD basis, the Open Molecules 2025 dataset).

```
10
Properties=species:S:1:pos:R:3:mulliken_charge:R:1
C 1.44295 -0.88134 -0.12153 -0.832
S -0.01014 -1.45401 -1.04032 -0.060
S -1.61923 -0.69848 -0.03974 -0.079
C -1.33018 1.05950 0.24574 -0.747
H 2.16863 -1.69011 -0.22765 0.305
H 1.92580 -0.06884 -0.66515 0.299
H 1.23861 -0.57869 0.89923 0.296
H -1.79268 1.70683 -0.50179 0.297
H -1.73953 1.27406 1.22669 0.270
H -0.28422 1.33108 0.22453 0.250
```

Computed properties:
Gap between HOMO and LUMO, Ha: 0.3314
Structure (SMILES): CSSC



ii:
# C2H6S2

C2H6S2 as an isolated structure (the ωB97M-V functional and the def2-TZVPD basis, the Open Molecules 2025 dataset).

```
10
Properties=species:S:1:pos:R:3:mulliken_charge:R:1
C -0.17697 0.41969 1.04694 -0.696
C 0.12278 0.89827 -0.32433 -0.122
H -0.09597 -1.69538 -1.92550 0.144
H -0.22917 -2.17063 -0.04102 0.148
H 0.38194 -0.43142 1.42589 0.403
H -1.20370 0.48367 1.39688 0.264
H 0.89232 0.37889 -0.89275 0.161
H -0.69689 1.29045 -0.91882 0.346
S 0.27995 -1.15594 -0.75485 -0.494
S 0.72570 1.98240 0.98756 -0.154
```

Computed properties:
Gap between HOMO and LUMO, Ha: 0.3219



iii:
# C2H6S2

An isolated molecule of C2H6S2 (the ωB97M-V functional and the def2-TZVPD basis, the Open Molecules 2025 dataset).

```
10
Properties=species:S:1:pos:R:3:mulliken_charge:R:1
C -0.95064 1.66869 -0.24456 -0.783
S -0.81035 0.21586 0.82620 -0.071
S 0.90544 -0.69600 0.23786 -0.074
C 0.85718 -0.98511 -1.52964 -0.689
H -0.80963 1.42776 -1.30395 0.232
H -0.11665 2.31289 -0.00004 0.304
H -1.93320 2.11948 -0.14731 0.317
H 1.88795 -1.05432 -1.86811 0.292
H 0.50188 -0.08331 -2.03471 0.181
H 0.26518 -1.81096 -1.91400 0.291
```

Computed properties:
Gap between HOMO and LUMO, Ha: 0.3376
Structure (SMILES): CSSC



iii (5.2 kJ/mol below the next structure)



i:
# BrClH2O2Si

A 2-piece molecular cluster, BrClH2O2Si overall (the ωB97M-V functional and the def2-TZVPD basis, the Open Molecules 2025 dataset).

```
7
Properties=species:S:1:pos:R:3:mulliken_charge:R:1
O 0.04948 -0.02109 1.31451 -0.570
O 0.55972 0.99382 -1.34662 -0.441
Si 0.88467 0.37190 0.11630 0.751
Cl -2.62728 -1.59954 0.57658 -0.345
Br 3.05348 0.27722 -0.03734 -0.118
H -1.61128 -0.97669 1.28599 0.344
H -0.30880 0.95437 -1.90941 0.379
```

Computed properties:
Gap between HOMO and LUMO, Ha: 0.3832
Structure (SMILES): O=[Si](O)Br.Cl



ii:
# BrClH2O2Si

A 2-piece molecular cluster, BrClH2O2Si overall (the ωB97M-V functional and the def2-TZVPD basis, the Open Molecules 2025 dataset).

```
7
Properties=species:S:1:pos:R:3:mulliken_charge:R:1
O -1.32579 1.25254 -0.70617 -0.603
O 0.64247 -1.39216 2.24656 -0.421
Si 1.03329 -0.82676 0.91635 0.714
Cl 0.15552 -1.45698 -0.72561 -0.169
Br 2.99437 0.05841 0.50960 -0.132
H -2.08990 1.85065 -0.87009 0.295
H -1.40995 0.51430 -1.37063 0.315
```

Computed properties:
Gap between HOMO and LUMO, Ha: 0.3726
Structure (SMILES): O=[Si](Cl)Br.O



iii:
# BrClH2O2Si

A 2-piece molecular cluster, BrClH2O2Si overall (the ωB97M-V functional and the def2-TZVPD basis, the Open Molecules 2025 dataset).

```
7
Properties=species:S:1:pos:R:3:mulliken_charge:R:1
O -1.67862 0.18773 -0.03128 -0.769
O 1.69070 0.44382 -0.71498 -0.369
Si 0.55368 1.55387 -0.85387 0.756
Cl -0.17820 1.98731 -2.62741 -0.109
Br 1.10008 3.16179 0.47213 -0.109
H -1.64766 0.25816 0.92303 0.239
H 1.56736 -0.48531 -0.90291 0.360
```

Computed properties:
Gap between HOMO and LUMO, Ha: 0.3094



i (31.2 kJ/mol below the next structure)